Record 1
C19H42InNOP3S | ωB97M-V/def2-TZVPD

XYZ file:
```
68
Properties=species:S:1:pos:R:3
In -0.6149 0.4174 -0.8239
P -2.0246 2.3028 0.2819
P -1.4544 -1.7972 1.6582
P 1.8210 1.2978 -0.6330
H -0.2343 -4.7576 -1.1230
C 0.5863 -4.3524 -1.7237
C 1.7544 -3.9714 -1.1834
H 1.9454 -4.0214 -0.1063
C -3.2798 2.9975 -0.8379
C -2.9102 1.9361 1.8282
C -0.9739 3.7228 0.7208
C -0.5031 -3.3084 1.5071
C -2.1198 -1.6035 3.3136
C -2.8376 -1.8350 0.5064
C 3.0529 0.0090 -1.0060
C 2.3665 1.9832 0.9565
C 2.1937 2.6116 -1.8399
H 0.4110 -4.2860 -2.8016
H 2.6017 -3.6721 -1.8094
H -3.5538 4.0047 -0.4929
H -4.1720 2.3572 -0.8398
H -2.8856 3.0536 -1.8609
H -3.5429 2.7959 2.0946
H -2.1842 1.7568 2.6346
H -3.5474 1.0495 1.7079
H -1.6160 4.6036 0.8604
H -0.2524 3.9295 -0.0804
H -0.4301 3.5084 1.6494
H -1.1646 -4.1799 1.6282
H 0.2474 -3.3270 2.3095
H 0.0138 -3.3949 0.5406
H -3.1293 -2.0368 3.3603
H -2.1725 -0.5395 3.5806
H -1.4743 -2.1129 4.0408
H -3.5508 -2.6115 0.8235
H -2.4959 -2.0648 -0.5126
H -3.3562 -0.8657 0.4925
H 3.6772 0.3336 -1.8509
H 2.5510 -0.9312 -1.2705
H 3.6827 -0.1521 -0.1194
H 3.3697 1.5977 1.1822
H 1.6764 1.6965 1.7625
H 2.4050 3.0783 0.8927
H 3.2559 2.5384 -2.1150
H 1.9960 3.5948 -1.3917
H 1.5732 2.4941 -2.7390
C 0.1342 0.0177 -4.1453
C 0.4693 0.3474 -5.4803
C 1.2375 -0.5207 -6.2480
C 1.7001 -1.7293 -5.7036
C 1.3674 -2.0643 -4.3830
C 0.5407 -1.2311 -3.6345
S -0.7457 1.1848 -3.2179
H -0.5928 -0.6589 1.4273
H 0.1096 1.2912 -5.8803
H 1.4782 -0.2609 -7.2771
H 2.3014 -2.4101 -6.3035
H 1.7329 -2.9887 -3.9339
H 0.1969 -1.5403 -2.6450
C 0.1049 1.3868 5.6615
C 0.4726 0.8429 4.3145
N 1.3403 -0.2031 4.3509
O 0.0356 1.2733 3.2317
H 1.0071 1.6950 6.2075
H -0.4169 0.6256 6.2581
H -0.5477 2.2512 5.5280
H 1.6676 -0.5956 3.4791
H 1.7062 -0.5628 5.2221
```

- Energy relative to the best compared isomer or geometry (same formula, charge and spin): 0.9983 eV
- Kohn-Sham gap (spin up / spin down): 0.2496 / 0.1843 hartree
- Net charge: +3
- HOMO (spin up / spin down): -17.33 / -16.31 eV

Record 2
C19H42LaNO2P3Se | ωB97M-V/def2-TZVPD

XYZ file:
```
69
Properties=species:S:1:pos:R:3
La -0.5935 -0.0487 -0.0017
P 1.3247 2.1458 -0.2405
P 0.0902 -0.2831 -2.8075
P 0.6427 -0.1161 2.6839
H 1.4243 -2.2699 -1.0251
C 0.9630 -2.3585 -0.0245
C -0.3230 -2.8083 0.1501
H -0.9522 -3.1242 -0.7027
C 3.1372 1.9440 -0.4430
C 0.9793 3.2644 -1.6585
C 1.2998 3.3719 1.1286
C -0.5531 -1.8929 -3.4025
C -0.9393 0.8673 -3.7951
C 1.7551 -0.1930 -3.5478
C 0.2212 -1.6690 3.5658
C -0.1398 1.1244 3.7890
C 2.4326 0.0661 3.0459
H 1.6619 -2.2114 0.8181
H -0.7343 -3.0551 1.1452
H 3.6107 2.9361 -0.5291
H 3.3525 1.3568 -1.3485
H 3.5552 1.4124 0.4258
H 1.6204 4.1555 -1.5623
H -0.0780 3.5698 -1.6298
H 1.1822 2.7600 -2.6153
H 1.8739 4.2579 0.8116
H 1.7423 2.9494 2.0435
H 0.2600 3.6664 1.3362
H -0.4430 -1.9524 -4.4964
H -1.6172 -1.9815 -3.1338
H -0.0082 -2.7178 -2.9213
H -0.6479 0.8337 -4.8595
H -0.8272 1.8948 -3.4184
H -1.9972 0.5755 -3.6871
H 1.7541 -0.5244 -4.5975
H 2.4360 -0.8378 -2.9691
H 2.1357 0.8378 -3.4842
H 0.5699 -1.6258 4.6092
H 0.6779 -2.5269 3.0526
H -0.8701 -1.8088 3.5532
H 0.2373 1.0353 4.8225
H -1.2288 0.9580 3.7882
H 0.0524 2.1411 3.4156
H 2.6626 -0.1527 4.1010
H 2.7692 1.0866 2.8071
H 3.0020 -0.6301 2.4095
C 5.8211 -2.8592 -0.3927
C 4.6858 -3.6770 -0.5046
C 4.8066 -5.0630 -0.4385
C 6.0662 -5.6547 -0.2944
C 7.2094 -4.8484 -0.2143
C 7.0964 -3.4554 -0.2657
Se 5.6255 -0.9502 -0.3898
H 4.1287 -1.0167 -0.5861
H 3.7104 -3.2096 -0.6327
H 3.9107 -5.6758 -0.5013
H 6.1555 -6.7390 -0.2472
H 8.1943 -5.3031 -0.1098
H 7.9834 -2.8200 -0.2031
N -4.9744 1.8159 1.2340
C -4.6499 1.6330 -0.2215
C -3.2586 1.0469 -0.2192
O -2.8172 0.2313 -1.1017
O -2.5486 1.3566 0.8048
H -5.1448 0.8763 1.6194
H -5.8207 2.3753 1.3889
H -4.1556 2.2333 1.7059
H -5.3645 0.9484 -0.6950
H -4.7121 2.6165 -0.6938
```

- Kohn-Sham gap: 0.1590 hartree
- Net charge: +3
- HOMO: -14.10 eV

Record 3
C19H43As3O4Pt | ωB97M-V/def2-TZVPD

XYZ file:
```
70
Properties=species:S:1:pos:R:3
Pt 0.0167 -0.3206 0.3691
C -0.7477 1.2982 3.1340
C -2.0091 1.0105 2.3157
O -1.8131 1.0540 0.8962
C -1.7222 2.3291 0.2428
C -0.3235 2.9539 0.2550
O 0.6345 1.9712 -0.1186
C 1.9919 2.3559 0.0602
C 2.8903 1.1145 0.0421
O 2.4306 0.0409 0.8620
C 2.6690 0.1263 2.2661
C 1.6140 0.9352 3.0237
O 0.3151 0.4706 2.6787
H -0.9535 1.0697 4.1889
H -0.4658 2.3581 3.0764
H -2.8006 1.7070 2.6124
H -2.3426 -0.0154 2.5072
H -2.4387 3.0298 0.6831
H -2.0075 2.1304 -0.7961
H -0.0767 3.3839 1.2359
H -0.3029 3.7863 -0.4681
H 2.1163 2.9293 0.9887
H 2.3102 3.0144 -0.7647
H 3.9071 1.4000 0.3397
H 2.9253 0.7039 -0.9720
H 3.6583 0.5596 2.4557
H 2.6596 -0.9083 2.6227
H 1.7040 2.0093 2.8112
H 1.7831 0.8066 4.1034
C -4.1004 -1.9641 0.3494
As -2.5439 -1.4696 -0.7563
C -3.3577 -0.1764 -1.9631
C -2.2662 -2.9844 -2.0387
C -1.4500 -4.2221 -1.6406
C -1.5365 -5.2219 -2.8084
C 0.0366 -3.8670 -1.4881
As 0.8303 -2.5944 -0.1677
C 0.8260 -3.6187 1.5029
C 2.6691 -2.7159 -0.8023
C -2.0424 -4.8818 -0.3924
As -1.3863 -6.7721 0.0547
C -1.8313 -6.9845 1.9391
C -2.4029 -8.1664 -0.8519
H -3.8527 -2.5639 1.2206
H -4.7823 -2.5180 -0.2958
H -4.5998 -1.0514 0.6728
H -4.0964 -0.7064 -2.5753
H -2.6239 0.2767 -2.6290
H -3.8713 0.5999 -1.3964
H -1.8058 -2.5283 -2.9190
H -3.2806 -3.2855 -2.3196
H -1.2521 -4.7657 -3.7531
H -2.5491 -5.6101 -2.9151
H -0.8578 -6.0619 -2.6325
H 0.3931 -3.5023 -2.4593
H 0.5973 -4.7921 -1.2727
H 0.9196 -4.6795 1.2513
H -0.0796 -3.4493 2.0867
H 1.6838 -3.3334 2.1152
H 2.9521 -3.7718 -0.8690
H 3.3573 -2.2094 -0.1251
H 2.7599 -2.2690 -1.7947
H -3.1193 -5.0205 -0.5306
H -1.8633 -4.2693 0.4992
H -1.3997 -6.2125 2.5728
H -1.4802 -7.9555 2.2918
H -2.9223 -6.9710 2.0248
H -2.1956 -8.2396 -1.9176
H -3.4666 -7.9708 -0.6937
H -2.1444 -9.1181 -0.3843
```

- Energy relative to the best compared isomer or geometry (same formula, charge and spin): 0.7817 eV
- Kohn-Sham gap (spin up / spin down): 0.3353 / 0.2274 hartree
- Net charge: +4
- HOMO (spin up / spin down): -20.17 / -21.37 eV
- <S²>: 6.01
- 2S+1: 5

Record 4
C19H43GdN2O2P3 | ωB97M-V/def2-TZVPD

XYZ file:
```
70
Properties=species:S:1:pos:R:3
Gd -0.7326 -0.2394 0.2157
P 1.7760 0.7665 2.0925
P -0.8783 2.3267 -0.5344
P 1.9848 -0.5264 -0.8603
H -1.4151 -3.0571 0.7437
C -0.3204 -3.1894 0.7100
C 0.4483 -3.0229 1.8006
H 0.0116 -2.8070 2.7832
C 1.4574 1.2187 3.8420
C 2.5812 2.3555 1.6568
C 3.2827 -0.2438 2.4412
C -2.1876 2.2605 -1.8348
C -1.4987 3.6520 0.5368
C 0.4174 3.2432 -1.4551
C 2.9527 -2.0786 -0.6480
C 3.3500 0.6296 -1.2423
C 1.4165 -0.7835 -2.5713
H 0.0973 -3.4484 -0.2675
H 1.5437 -2.9731 1.7539
H 1.0350 0.3854 4.4114
H 0.7331 2.0365 3.8809
H 2.3759 1.5527 4.3445
H 1.8295 3.1508 1.6740
H 3.0166 2.3314 0.6594
H 3.3728 2.6020 2.3766
H 2.9782 -1.2056 2.8726
H 3.9367 0.2698 3.1621
H 3.8617 -0.4522 1.5346
H -2.5168 3.2945 -2.0200
H -3.0315 1.6937 -1.4280
H -1.9047 1.7820 -2.7824
H -1.9807 4.3841 -0.1109
H -0.7134 4.1607 1.1132
H -2.2274 3.2884 1.2607
H -0.0855 4.1338 -1.8578
H 0.8045 2.6197 -2.2776
H 1.2636 3.5392 -0.7987
H 3.3236 -2.4305 -1.6211
H 2.3287 -2.8614 -0.1998
H 3.8117 -1.8897 0.0079
H 3.8586 0.2837 -2.1531
H 4.0718 0.6609 -0.4199
H 2.9482 1.6318 -1.4309
H 2.2493 -1.1217 -3.1970
H 1.0042 0.1392 -2.9896
H 0.6301 -1.5433 -2.5506
C -1.6995 -1.9560 -3.1410
C -2.7030 -1.2721 -3.8252
C -2.9512 -1.6521 -5.1576
C -2.2532 -2.7048 -5.7727
C -1.3019 -3.4013 -5.0232
C -1.0367 -3.0599 -3.6727
O -1.2780 -1.4425 -1.7628
H -2.1381 -1.3399 -1.3183
H -3.2586 -0.4666 -3.3368
H -3.6751 -1.1054 -5.7590
H -2.4807 -2.9944 -6.8020
H -0.7609 -4.2336 -5.4734
H -0.3072 -3.6419 -3.0949
C -3.5838 1.2756 3.5280
N -2.5805 0.4631 4.2083
C -1.5919 -0.2262 3.6605
N -0.8173 -0.8769 4.5865
O -1.3480 -0.2292 2.3882
H -3.3053 1.3711 2.4745
H -3.6298 2.2715 3.9879
H -4.5711 0.7991 3.6047
H -2.6646 0.3688 5.2241
H -0.1691 -1.5943 4.3070
H -1.1550 -0.8707 5.5463
```

- Energy relative to the best compared isomer or geometry (same formula, charge and spin): 4.8595 eV
- Kohn-Sham gap (spin up / spin down): 0.2447 / 0.1398 hartree
- Net charge: +3
- HOMO (spin up / spin down): -15.31 / -16.67 eV
- <S²>: 15.79
- 2S+1: 8